C30H44ClN4O5Si2Sr as an isolated structure. Source: the OMol25 dataset; level of theory: the ωB97M-V functional and the def2-TZVPD basis.

## Properties
HOMO energy = -4.77 eV
E_tot = -77143.348 eV
charge = -1
relative energy (zero: lowest compared OMol25 entry of this formula, charge and spin) = 69.6 kJ/mol
Kohn-Sham gap = 6.88 eV
strongest force on any atom = 0.440 eV/A

```
87
C30H44ClN4O5Si2Sr the ωB97M-V functional and the def2-TZVPD basis
C -4.16 -0.72 3.10
H 0.87 1.07 3.53
H 3.25 4.37 0.46
H 5.11 -2.58 -1.97
C 1.96 3.02 -0.61
H -5.42 0.48 4.36
N -3.31 -1.98 -0.01
H 1.98 -4.05 -0.79
H -3.20 -1.24 -1.98
Cl 1.52 5.66 2.14
C -1.13 0.25 1.84
N -1.33 -1.77 -1.05
H -3.28 -3.31 2.37
H 3.20 -0.83 1.26
H 5.20 2.81 0.26
H 5.08 -1.14 -4.07
H -4.66 -0.84 5.23
C -2.28 1.44 -3.83
H 0.89 1.33 -4.57
H -2.68 -1.48 5.14
C 4.57 -0.23 -4.39
H 2.54 -3.82 -2.44
H -5.17 -2.15 1.80
C -1.59 -0.35 3.17
H -6.22 -1.32 2.95
H -1.95 0.33 1.13
C 4.07 1.34 -0.81
C 1.92 -1.70 -4.71
H -5.16 -2.61 3.52
C 2.55 -0.30 -2.03
C 0.52 1.87 2.87
Si 2.75 -0.25 -3.84
O -2.18 2.41 -4.57
H 1.09 3.66 -0.54
C 2.45 -1.45 0.76
H -0.75 -0.84 3.67
Sr -0.21 0.37 -2.13
C -4.26 0.39 2.05
C 1.98 1.32 -4.55
N -2.30 -2.35 0.81
C -0.31 3.90 1.18
C 4.76 -2.34 -0.96
C 1.15 3.10 2.93
H 0.84 -1.69 -4.56
H -0.18 -2.49 0.61
H 1.51 -0.89 0.82
H 5.08 0.62 -3.94
H 2.34 -2.37 1.34
H -3.61 1.24 2.27
C -0.92 2.65 1.13
H 2.32 2.21 -4.01
C -4.50 -0.08 4.46
H 1.00 -3.12 -1.94
O -2.65 -2.12 4.42
C 2.82 0.98 -1.35
H -0.63 4.70 0.53
O -1.69 0.29 -3.97
H 4.89 -3.24 -0.35
H 4.67 -0.15 -5.48
H -3.73 0.62 4.80
C -5.24 -1.77 2.82
C -2.69 -1.63 -1.11
H -0.38 -0.40 1.40
N 1.79 1.86 -1.23
C 2.02 -3.33 -1.61
C 0.73 4.11 2.08
C -3.06 1.55 -2.48
H -1.55 -3.04 2.58
H 2.29 1.44 -5.60
C 4.24 2.54 -0.16
H -4.06 0.06 1.03
Si 2.95 -1.78 -1.04
C -1.14 -2.25 0.17
C 3.16 3.42 -0.04
H -5.29 0.78 2.05
O -2.27 1.40 -1.45
H 1.96 3.28 3.62
H 4.90 0.65 -0.93
H -1.89 0.47 3.83
C -0.51 1.62 1.97
H 2.30 -2.67 -4.39
O -4.26 1.73 -2.43
H 2.09 -1.61 -5.79
C -2.74 -1.38 3.17
H 5.41 -1.56 -0.56
C -2.48 -2.58 2.23
H -1.72 2.49 0.40
```

---

C30H44GeLiN4O2S2 as an isolated structure. Source: the OMol25 dataset; level of theory: the ωB97M-V functional and the def2-TZVPD basis.

## Properties
HOMO energy = -11.31 eV
E_tot = -120265.830 eV
charge = +1
Kohn-Sham gap = 7.85 eV
strongest force on any atom = 0.810 eV/A

```
84
C30H44GeLiN4O2S2 the ωB97M-V functional and the def2-TZVPD basis
H 3.54 8.75 -2.30
C -0.65 4.10 -0.43
C 3.45 -4.72 -0.65
H 2.82 3.87 -2.65
H 0.66 5.73 0.03
C -3.33 2.79 3.52
C 3.29 7.08 -3.63
C -3.88 3.68 0.95
C -0.24 -4.55 1.47
C 2.97 4.94 -2.57
H -1.43 -1.58 -1.19
H -3.49 -3.18 0.44
H 4.83 0.45 0.70
H -5.48 -3.89 -2.63
O 1.10 -3.44 -1.00
H -1.23 -6.77 -0.20
C 3.22 -3.28 -0.31
C 0.51 4.70 0.34
H -4.83 4.19 4.15
N -0.77 2.69 -0.07
H -1.57 4.60 -0.16
C -3.22 -2.48 -0.37
H 3.32 7.39 -0.26
C -1.43 -5.15 2.23
C -2.65 2.25 2.44
H 6.38 -2.36 0.83
H -5.21 -4.42 -0.96
N 1.71 3.95 0.03
H -0.88 -7.23 2.18
C -2.10 -6.88 0.45
H -2.33 -4.55 2.06
C 3.38 7.68 -2.38
H -5.81 -2.79 -1.28
C 0.33 1.98 0.19
H 3.90 -5.24 0.19
C 2.95 4.72 -0.06
H -1.45 -1.64 0.57
C -3.70 -3.05 -1.70
H -2.88 -6.18 0.11
H -2.05 1.07 0.03
C 1.65 2.63 -0.11
H -3.04 -3.87 -2.01
H 0.30 4.67 1.41
H -0.86 -4.77 -1.49
H 6.11 -3.43 -0.55
H 4.13 -4.81 -1.50
O 5.17 -0.45 0.72
H -3.12 2.45 4.52
C 3.05 5.54 -1.32
N 4.12 -1.21 0.29
H -3.62 -2.28 -2.47
H 3.79 4.02 0.00
C -4.29 3.78 3.31
H -4.11 4.01 -0.06
N 2.08 -2.69 -0.43
H 3.03 5.24 -4.69
C -5.13 -3.56 -1.64
C -2.13 2.15 -0.02
H 2.99 5.38 0.81
H 0.58 -5.27 1.40
C -4.57 4.22 2.02
C 3.25 6.91 -1.23
C -1.72 -2.19 -0.33
H 0.14 -3.69 2.03
C 4.36 -2.46 0.16
H -5.32 4.98 1.86
H 2.51 -5.20 -0.91
C -2.91 2.69 1.15
H -2.62 2.43 -0.96
H -3.77 -1.56 -0.17
Ge -0.58 -3.82 -0.34
H -2.48 -7.89 0.32
H -0.49 4.21 -1.51
C 3.09 5.71 -3.72
H -2.57 -6.93 2.54
Li 2.19 -0.73 -0.12
S 0.27 0.45 0.85
H 3.40 7.68 -4.52
S 2.93 1.70 -0.63
C -1.75 -6.61 1.91
C 5.70 -3.08 0.40
H -1.91 1.48 2.60
H 5.62 -3.94 1.06
H -1.22 -5.09 3.30
```

---

What did the second record say?
C30H44GeLiN4O2S2 as an isolated structure. Source: the OMol25 dataset; level of theory: the ωB97M-V functional and the def2-TZVPD basis.

## Properties
HOMO energy = -11.31 eV
E_tot = -120265.830 eV
charge = +1
Kohn-Sham gap = 7.85 eV
strongest force on any atom = 0.810 eV/A

```
84
C30H44GeLiN4O2S2 the ωB97M-V functional and the def2-TZVPD basis
H 3.54 8.75 -2.30
C -0.65 4.10 -0.43
C 3.45 -4.72 -0.65
H 2.82 3.87 -2.65
H 0.66 5.73 0.03
C -3.33 2.79 3.52
C 3.29 7.08 -3.63
C -3.88 3.68 0.95
C -0.24 -4.55 1.47
C 2.97 4.94 -2.57
H -1.43 -1.58 -1.19
H -3.49 -3.18 0.44
H 4.83 0.45 0.70
H -5.48 -3.89 -2.63
O 1.10 -3.44 -1.00
H -1.23 -6.77 -0.20
C 3.22 -3.28 -0.31
C 0.51 4.70 0.34
H -4.83 4.19 4.15
N -0.77 2.69 -0.07
H -1.57 4.60 -0.16
C -3.22 -2.48 -0.37
H 3.32 7.39 -0.26
C -1.43 -5.15 2.23
C -2.65 2.25 2.44
H 6.38 -2.36 0.83
H -5.21 -4.42 -0.96
N 1.71 3.95 0.03
H -0.88 -7.23 2.18
C -2.10 -6.88 0.45
H -2.33 -4.55 2.06
C 3.38 7.68 -2.38
H -5.81 -2.79 -1.28
C 0.33 1.98 0.19
H 3.90 -5.24 0.19
C 2.95 4.72 -0.06
H -1.45 -1.64 0.57
C -3.70 -3.05 -1.70
H -2.88 -6.18 0.11
H -2.05 1.07 0.03
C 1.65 2.63 -0.11
H -3.04 -3.87 -2.01
H 0.30 4.67 1.41
H -0.86 -4.77 -1.49
H 6.11 -3.43 -0.55
H 4.13 -4.81 -1.50
O 5.17 -0.45 0.72
H -3.12 2.45 4.52
C 3.05 5.54 -1.32
N 4.12 -1.21 0.29
H -3.62 -2.28 -2.47
H 3.79 4.02 0.00
C -4.29 3.78 3.31
H -4.11 4.01 -0.06
N 2.08 -2.69 -0.43
H 3.03 5.24 -4.69
C -5.13 -3.56 -1.64
C -2.13 2.15 -0.02
H 2.99 5.38 0.81
H 0.58 -5.27 1.40
C -4.57 4.22 2.02
C 3.25 6.91 -1.23
C -1.72 -2.19 -0.33
H 0.14 -3.69 2.03
C 4.36 -2.46 0.16
H -5.32 4.98 1.86
H 2.51 -5.20 -0.91
C -2.91 2.69 1.15
H -2.62 2.43 -0.96
H -3.77 -1.56 -0.17
Ge -0.58 -3.82 -0.34
H -2.48 -7.89 0.32
H -0.49 4.21 -1.51
C 3.09 5.71 -3.72
H -2.57 -6.93 2.54
Li 2.19 -0.73 -0.12
S 0.27 0.45 0.85
H 3.40 7.68 -4.52
S 2.93 1.70 -0.63
C -1.75 -6.61 1.91
C 5.70 -3.08 0.40
H -1.91 1.48 2.60
H 5.62 -3.94 1.06
H -1.22 -5.09 3.30
```

---

- Which value of HOMO energy does entry 2 give?
  -11.31 eV

---

- What is the HOMO energy in the second record?
  -11.31 eV

---

Copy entry 2 word for word.
C30H44GeLiN4O2S2 as an isolated structure. Source: the OMol25 dataset; level of theory: the ωB97M-V functional and the def2-TZVPD basis.

## Properties
HOMO energy = -11.31 eV
E_tot = -120265.830 eV
charge = +1
Kohn-Sham gap = 7.85 eV
strongest force on any atom = 0.810 eV/A

```
84
C30H44GeLiN4O2S2 the ωB97M-V functional and the def2-TZVPD basis
H 3.54 8.75 -2.30
C -0.65 4.10 -0.43
C 3.45 -4.72 -0.65
H 2.82 3.87 -2.65
H 0.66 5.73 0.03
C -3.33 2.79 3.52
C 3.29 7.08 -3.63
C -3.88 3.68 0.95
C -0.24 -4.55 1.47
C 2.97 4.94 -2.57
H -1.43 -1.58 -1.19
H -3.49 -3.18 0.44
H 4.83 0.45 0.70
H -5.48 -3.89 -2.63
O 1.10 -3.44 -1.00
H -1.23 -6.77 -0.20
C 3.22 -3.28 -0.31
C 0.51 4.70 0.34
H -4.83 4.19 4.15
N -0.77 2.69 -0.07
H -1.57 4.60 -0.16
C -3.22 -2.48 -0.37
H 3.32 7.39 -0.26
C -1.43 -5.15 2.23
C -2.65 2.25 2.44
H 6.38 -2.36 0.83
H -5.21 -4.42 -0.96
N 1.71 3.95 0.03
H -0.88 -7.23 2.18
C -2.10 -6.88 0.45
H -2.33 -4.55 2.06
C 3.38 7.68 -2.38
H -5.81 -2.79 -1.28
C 0.33 1.98 0.19
H 3.90 -5.24 0.19
C 2.95 4.72 -0.06
H -1.45 -1.64 0.57
C -3.70 -3.05 -1.70
H -2.88 -6.18 0.11
H -2.05 1.07 0.03
C 1.65 2.63 -0.11
H -3.04 -3.87 -2.01
H 0.30 4.67 1.41
H -0.86 -4.77 -1.49
H 6.11 -3.43 -0.55
H 4.13 -4.81 -1.50
O 5.17 -0.45 0.72
H -3.12 2.45 4.52
C 3.05 5.54 -1.32
N 4.12 -1.21 0.29
H -3.62 -2.28 -2.47
H 3.79 4.02 0.00
C -4.29 3.78 3.31
H -4.11 4.01 -0.06
N 2.08 -2.69 -0.43
H 3.03 5.24 -4.69
C -5.13 -3.56 -1.64
C -2.13 2.15 -0.02
H 2.99 5.38 0.81
H 0.58 -5.27 1.40
C -4.57 4.22 2.02
C 3.25 6.91 -1.23
C -1.72 -2.19 -0.33
H 0.14 -3.69 2.03
C 4.36 -2.46 0.16
H -5.32 4.98 1.86
H 2.51 -5.20 -0.91
C -2.91 2.69 1.15
H -2.62 2.43 -0.96
H -3.77 -1.56 -0.17
Ge -0.58 -3.82 -0.34
H -2.48 -7.89 0.32
H -0.49 4.21 -1.51
C 3.09 5.71 -3.72
H -2.57 -6.93 2.54
Li 2.19 -0.73 -0.12
S 0.27 0.45 0.85
H 3.40 7.68 -4.52
S 2.93 1.70 -0.63
C -1.75 -6.61 1.91
C 5.70 -3.08 0.40
H -1.91 1.48 2.60
H 5.62 -3.94 1.06
H -1.22 -5.09 3.30
```